{
  "formula": "C30H91ClN9O4",
  "method": "ωB97M-V/def2-TZVPD",
  "relative_energy_kcal_mol": 135.3,
  "lumo_ev": -10.41,
  "gap_ev": 2.63,
  "charge": 3,
  "e_tot_ha": -2450.1311,
  "elements": ["N", "H", "H", "H", "H", "N", "H", "H", "H", "H", "N", "H", "H", "H", "H", "N", "H", "H", "H", "H", "Cl", "O", "O", "O", "O", "C", "C", "N", "C", "C", "C", "C", "H", "H", "H", "H", "H", "H", "H", "H", "H", "H", "H", "H", "H", "H", "H", "C", "C", "N", "C", "C", "C", "C", "H", "H", "H", "H", "H", "H", "H", "H", "H", "H", "H", "H", "H", "H", "H", "C", "C", "N", "C", "C", "C", "C", "H", "H", "H", "H", "H", "H", "H", "H", "H", "H", "H", "H", "H", "H", "H", "C", "C", "N", "C", "C", "C", "C", "H", "H", "H", "H", "H", "H", "H", "H", "H", "H", "H", "H", "H", "H", "H", "C", "C", "N", "C", "C", "C", "C", "H", "H", "H", "H", "H", "H", "H", "H", "H", "H", "H", "H", "H", "H", "H"],
  "coordinates": [[-2.8969, 1.2791, -2.8424], [-3.8363, 1.6310, -2.9596], [-2.7483, 1.1747, -1.8489], [-2.3175, 1.9990, -3.2501], [-2.7897, 0.3849, -3.2995], [2.3168, 2.2322, 1.2396], [3.1985, 2.4154, 0.7822], [2.4661, 2.0458, 2.2209], [1.8486, 1.4647, 0.7793], [1.8478, 3.1220, 1.1479], [-1.7847, 4.4508, 1.0307], [-1.6537, 5.3328, 0.5563], [-2.5326, 3.9801, 0.5416], [-1.9240, 4.6364, 2.0137], [-0.8375, 4.1337, 0.8814], [-0.1189, 4.5549, -2.2950], [-0.4786, 5.3621, -1.8060], [0.0885, 3.8355, -1.6170], [0.7785, 4.8139, -2.6793], [-0.7195, 4.2397, -3.0433], [0.1081, 0.5094, -0.8600], [1.0701, -0.0054, 0.0726], [-0.8002, -0.5536, -1.0228], [-0.5537, 1.7370, -0.4513], [0.7309, 0.8359, -2.0861], [-5.8913, -2.8360, 0.4793], [-5.1677, -1.5164, 0.1563], [-4.6479, -0.8364, 1.3465], [-4.5304, 0.6374, 1.2915], [-5.9172, 1.1821, 1.4084], [-3.3801, -1.3377, 1.8551], [-3.1419, -1.2085, 3.3589], [-5.2763, -3.6938, 0.7515], [-6.5446, -3.0164, -0.3743], [-6.5865, -2.7736, 1.3165], [-4.3391, -1.5706, -0.5498], [-5.7853, -0.9436, -0.5355], [-3.9096, 1.0409, 2.0914], [-4.0574, 0.8541, 0.3337], [-6.7135, 0.5138, 1.0806], [-6.2048, 1.2035, 2.4596], [-5.9838, 2.1751, 0.9641], [-2.5153, -1.0092, 1.2786], [-3.2915, -2.3984, 1.6200], [-2.1731, -1.6580, 3.5767], [-3.9189, -1.6253, 3.9999], [-3.0451, -0.1598, 3.6396], [1.3353, -6.5614, -0.3941], [0.8126, -5.1132, -0.3501], [-0.2746, -5.0554, 0.5929], [-0.5734, -3.7500, 1.1761], [0.3721, -3.5884, 2.3895], [-1.5426, -5.6499, -0.0029], [-2.4334, -4.7276, -0.9391], [2.1752, -6.7478, -1.0633], [0.5904, -7.1973, -0.8725], [1.5560, -6.9706, 0.5918], [1.7164, -4.5712, -0.0721], [0.5720, -4.7778, -1.3589], [-0.4519, -2.9428, 0.4538], [-1.5770, -3.6836, 1.5963], [0.5083, -2.5073, 2.4187], [-0.1866, -3.8963, 3.2734], [1.3281, -4.0835, 2.2193], [-2.2470, -5.8764, 0.7975], [-1.4252, -6.6298, -0.4656], [-2.5624, -3.7438, -0.4880], [-3.4657, -5.0543, -1.0646], [-1.9982, -4.5687, -1.9257], [5.4432, 5.1775, 1.1192], [4.9816, 4.2429, -0.1142], [5.0948, 2.7740, -0.0020], [4.5559, 2.0724, -1.1868], [4.5167, 0.5083, -1.0872], [6.4328, 2.3547, 0.3915], [7.5390, 2.5404, -0.5779], [6.4861, 5.3891, 0.8832], [5.2053, 4.5354, 1.9673], [4.9618, 6.1554, 1.1089], [3.9145, 4.4298, -0.2342], [5.5752, 4.4832, -0.9963], [3.5448, 2.4407, -1.3605], [5.0371, 2.3738, -2.1172], [5.5130, 0.0722, -1.1600], [3.9655, 0.0844, -0.2479], [3.9412, 0.1969, -1.9590], [6.5500, 1.3253, 0.7303], [6.5568, 2.9713, 1.2817], [8.4745, 2.0068, -0.4101], [7.7560, 3.5982, -0.4298], [7.3127, 2.5442, -1.6442], [0.6810, 0.4442, 3.7144], [2.1673, 0.5350, 4.0944], [3.0168, 1.7386, 3.8686], [2.3409, 2.8239, 4.7105], [2.8606, 4.1976, 4.3947], [4.3161, 1.5170, 4.4526], [5.0451, 0.4357, 3.6822], [0.4744, -0.6235, 3.6399], [0.4595, 0.9871, 2.7955], [-0.0090, 0.8205, 4.4696], [2.1776, 0.3490, 5.1683], [2.6627, -0.3386, 3.6706], [2.4017, 2.6700, 5.7879], [1.2559, 2.8323, 4.6068], [2.3071, 4.9496, 4.9572], [2.6164, 4.3265, 3.3403], [3.9473, 4.2017, 4.4790], [4.9860, 2.3764, 4.4270], [4.3049, 1.5028, 5.5425], [4.9330, 0.5569, 2.6048], [6.0957, 0.4684, 3.9705], [4.7996, -0.5920, 3.9499], [-0.8950, -0.0936, -5.3287], [-1.4533, -1.3126, -4.6683], [-2.8555, -1.2641, -4.2976], [-3.1984, -2.4518, -3.5008], [-4.6545, -2.6300, -3.1988], [-3.7016, -1.1218, -5.4656], [-3.7910, -2.3302, -6.3961], [0.1765, -0.2820, -5.3958], [-1.0572, 0.8562, -4.8191], [-1.1298, -0.0202, -6.3906], [-1.3207, -2.1307, -5.3763], [-1.0347, -1.5961, -3.7026], [-2.8459, -3.4058, -3.8929], [-2.8053, -2.3497, -2.4893], [-5.0834, -1.6606, -2.9448], [-5.2560, -3.0556, -4.0020], [-4.6888, -3.3521, -2.3831], [-3.3283, -0.3370, -6.1235], [-4.6832, -0.8907, -5.0519], [-4.0579, -2.0730, -7.4211], [-4.3953, -3.1669, -6.0454], [-2.8082, -2.7250, -6.6535]],
  "mulliken_charge": [-0.017, 0.467, 0.059, 0.384, 0.104, 1.495, 0.093, 0.256, -0.116, 0.365, -0.242, 0.421, 0.318, 0.406, 0.034, -0.304, 0.377, 0.103, 0.417, 0.334, 1.060, -0.879, -0.319, -0.361, -0.657, -1.672, -0.253, 0.312, 0.862, -1.428, 0.504, -1.264, 0.238, 0.469, 0.395, -0.014, 0.650, 0.433, -0.851, 0.334, 0.349, 0.387, -0.156, -0.119, 0.311, 0.321, 0.305, -1.426, -0.204, 0.269, 0.192, -0.853, -1.258, -0.322, 0.436, 0.312, 0.313, 0.412, 0.182, 0.061, -0.066, -0.174, 0.351, 0.404, 0.395, 0.426, -0.113, 0.515, 0.201, -1.080, -0.695, 0.299, -0.807, -1.151, -0.847, -1.309, 0.329, 0.149, 0.375, 0.218, 0.619, 0.353, 0.576, 0.403, 0.105, 0.444, 0.358, 0.515, 0.353, 0.332, 0.237, -0.816, -0.995, -0.353, -0.750, -1.153, -0.413, -1.418, 0.152, 0.049, 0.452, 0.566, 0.492, 0.580, 0.342, 0.453, 0.153, 0.249, 0.352, 0.430, 0.223, 0.459, 0.343, -1.174, -0.697, 0.345, 0.218, -1.364, -0.695, -1.248, 0.427, -0.006, 0.439, 0.503, 0.387, 0.418, -0.509, 0.358, 0.429, 0.151, 0.534, 0.401, 0.406, 0.272, 0.268]
}